one.
The molecule C2H3NS3, computed with ωB97M-V with the def2-TZVPD basis set.

Structure (XYZ):
```
9
C2H3NS3 ωB97M-V with the def2-TZVPD basis set
C -0.828 1.158 -1.192
C 0.760 -0.297 0.310
N -1.191 -0.032 -1.374
S 0.452 1.409 -0.077
S -0.523 -1.319 -0.732
S 0.335 -0.466 2.161
H -1.226 2.094 -1.489
H 1.833 -0.599 0.069
H 0.390 -1.948 2.326
```

HOMO-LUMO gap: 8.75 eV
SMILES string: S[C@@H]1SC=NS1
charge: 0
HOMO level: -0.3049 hartree

two.
The molecule C2H3NS3, computed with ωB97M-V with the def2-TZVPD basis set.

Structure (XYZ):
```
9
C2H3NS3 ωB97M-V with the def2-TZVPD basis set
C -0.736 1.114 0.072
C 1.686 -0.197 0.093
H -2.408 -1.797 -0.434
H -0.842 2.138 0.579
H 1.160 -0.470 1.039
N -1.620 0.223 0.247
S -1.173 -1.310 -0.555
S 0.818 1.004 -0.835
S 3.114 -0.704 -0.208
```

HOMO-LUMO gap: 8.68 eV
SMILES string: S=CS/C=N\S
charge: 0
HOMO level: -0.3309 hartree

Which structure loses on stability? two does.

one.
The ion C6H15N with charge -1, computed with ωB97M-V with the def2-TZVPD basis set.

Structure (XYZ):
```
22
C6H15N ωB97M-V with the def2-TZVPD basis set
C 1.711 1.226 1.104
C 1.104 0.005 0.351
C -0.337 0.353 -0.178
C -1.071 1.342 0.665
C -1.156 -1.035 -0.043
C -2.183 -1.357 -1.128
N 1.942 -0.616 -0.724
H 1.363 1.219 2.160
H 2.796 1.276 1.189
H 1.392 2.128 0.526
H 1.056 -0.801 1.097
H -0.472 0.596 -1.238
H -0.848 2.388 0.372
H -2.147 1.139 0.668
H -0.840 1.226 1.729
H -0.409 -1.862 -0.129
H -1.714 -1.026 0.893
H -1.724 -2.075 -1.824
H -2.347 -0.445 -1.756
H -3.101 -1.881 -0.903
H 2.932 -0.510 -0.558
H 1.704 -0.188 -1.609
```

HOMO-LUMO gap (alpha / beta): 2.46 / 9.52 eV
charge: -1
multiplicity: 2
HOMO level (alpha / beta): 0.0538 / -0.2094 hartree

two.
The ion C6H15N with charge -1, computed with ωB97M-V with the def2-TZVPD basis set.

Structure (XYZ):
```
22
C6H15N ωB97M-V with the def2-TZVPD basis set
C -0.422 -2.024 -1.501
N -0.248 -0.622 -1.740
C 0.650 0.227 -0.878
C 0.188 0.146 0.597
C -0.809 1.260 0.874
C -1.312 1.221 2.406
C 2.098 -0.075 -0.932
H -0.184 -2.625 -2.316
H 0.324 -2.262 -0.745
H -1.344 -2.289 -0.927
H -1.071 -0.123 -2.047
H 0.517 1.294 -1.227
H 1.024 0.272 1.279
H -0.238 -0.936 0.605
H -1.777 1.078 0.252
H -0.518 2.337 0.708
H -2.073 1.961 2.805
H -1.851 0.232 2.658
H -0.449 1.168 3.115
H 2.650 0.742 -0.447
H 2.437 -1.091 -0.572
H 2.409 0.110 -1.969
```

HOMO-LUMO gap (alpha / beta): 2.55 / 8.82 eV
charge: -1
multiplicity: 2
HOMO level (alpha / beta): 0.0550 / -0.1760 hartree

Which structure loses on stability? two does.

one.
A structure of composition C2H5NOS, computed with ωB97M-V with the def2-TZVPD basis set.

Structure (XYZ):
```
10
C2H5NOS ωB97M-V with the def2-TZVPD basis set
C 0.122 -0.148 -0.426
C 0.030 -0.287 1.085
N 1.008 1.087 -0.594
O 0.137 2.443 1.488
S 1.007 1.310 1.127
H 0.587 -1.068 -0.983
H -0.844 0.007 -1.015
H -0.980 -0.107 1.504
H 0.540 -1.201 1.354
H 0.368 1.840 -0.906
```

HOMO-LUMO gap: 10.01 eV
charge: 0
HOMO level: -0.3343 hartree

two.
The molecule C2H5NOS, computed with ωB97M-V with the def2-TZVPD basis set.

Structure (XYZ):
```
10
C2H5NOS ωB97M-V with the def2-TZVPD basis set
C -0.253 0.733 -0.112
C 1.250 0.496 -0.145
H -1.618 -0.904 -0.973
H -1.669 -0.770 0.896
H -0.634 1.112 -0.964
H -0.346 1.341 0.981
H 0.688 -1.832 0.379
N -1.099 -0.524 -0.014
O 1.887 1.440 0.016
S 1.793 -1.092 -0.063
```

HOMO-LUMO gap: 9.75 eV
SMILES string: NCC(=O)S
charge: 0
HOMO level: -0.3362 hartree

three.
A cluster of 2 separate species, C2H5NOS in total, computed with ωB97M-V with the def2-TZVPD basis set.

Structure (XYZ):
```
10
C2H5NOS ωB97M-V with the def2-TZVPD basis set
C -1.114 0.595 0.500
C -1.033 -0.675 0.298
N 2.174 0.657 -0.137
O 2.849 -0.321 0.789
S 3.183 -0.281 -0.817
H 4.504 0.414 -0.750
H -1.780 1.395 0.044
H -0.680 0.932 1.480
H -0.311 -1.404 0.733
H -1.498 -1.071 -0.518
```

HOMO-LUMO gap: 8.19 eV
charge: 0
HOMO level: -0.3265 hartree

Which structure loses on stability? three does.

one.
A structure of composition C2H5NOS, computed with ωB97M-V with the def2-TZVPD basis set.

Structure (XYZ):
```
10
C2H5NOS ωB97M-V with the def2-TZVPD basis set
C -0.683 0.682 -1.044
C 0.914 -0.192 0.951
N 0.515 -1.644 0.405
O -0.668 -1.709 0.388
S 1.011 0.278 -0.733
H -1.062 0.761 -2.090
H -0.845 1.619 -0.470
H -1.116 -0.080 -0.455
H 1.830 0.015 1.434
H 0.104 0.272 1.613
```

HOMO-LUMO gap: 9.21 eV
charge: 0
HOMO level: -0.3176 hartree

two.
The molecule C2H5NOS, computed with ωB97M-V with the def2-TZVPD basis set.

Structure (XYZ):
```
10
C2H5NOS ωB97M-V with the def2-TZVPD basis set
C -1.206 -0.478 -0.076
C 1.336 0.507 0.151
N -1.539 0.815 -0.209
O 0.731 -2.083 0.405
S 0.276 -0.843 1.022
H -1.707 -1.332 -0.530
H 0.547 1.157 -0.306
H 2.178 0.271 -0.596
H 1.748 0.986 1.104
H -2.364 0.998 -0.965
```

HOMO-LUMO gap: 9.64 eV
charge: 0
HOMO level: -0.3441 hartree

Which structure loses on stability? one does.